A structure of composition C34H39ClIO2Pd, computed with ωB97M-V with the def2-TZVPD basis set.

**Gap between HOMO and LUMO**: 5.63 eV
**Maximum force**: 1.27 eV Å⁻¹
**Total charge**: +1
**Energy**: -64080.9938 eV
**ΔE to the lowest compared entry with this formula, charge and spin**: 177.1 kJ/mol

CARTESIAN COORDINATES (ANGSTROEM)
Pd 0.367 0.168 0.247
C -2.326 -0.615 0.547
C -1.922 0.689 1.140
C -0.947 0.425 2.177
C -0.637 -0.922 2.023
C -1.566 -1.604 1.059
C -1.588 -3.098 0.867
C -1.429 -3.764 2.244
C -0.421 -3.564 -0.023
C -2.920 -3.517 0.244
C -0.416 1.224 3.383
C -1.589 1.807 4.180
C 0.322 0.251 4.318
C 0.609 2.306 3.014
C -2.651 1.930 0.704
C -1.950 3.260 0.960
C -4.003 1.884 1.455
C -2.947 1.868 -0.807
H -3.115 -0.721 -0.177
H 0.107 -1.443 2.601
H -0.422 -3.637 2.639
H -1.612 -4.834 2.148
H -2.141 -3.370 2.972
H 0.518 -3.072 0.248
H -0.616 -3.395 -1.081
H -0.278 -4.636 0.116
H -3.765 -3.218 0.864
H -2.947 -4.601 0.135
H -3.052 -3.088 -0.751
H -2.331 1.039 4.403
H -2.091 2.631 3.680
H -1.216 2.187 5.131
H -0.328 -0.553 4.665
H 0.655 0.803 5.196
H 1.207 -0.174 3.840
H 0.241 3.006 2.268
H 1.531 1.835 2.660
H 0.865 2.882 3.903
H -1.785 3.473 2.010
H -2.576 4.058 0.562
H -0.994 3.303 0.436
H -3.877 1.946 2.533
H -4.557 0.973 1.223
H -4.603 2.733 1.128
H -2.026 1.831 -1.390
H -3.489 2.771 -1.087
H -3.570 1.022 -1.089
I 1.776 2.309 -0.211
C 1.833 1.939 -2.256
C 2.641 2.627 -3.113
C 2.601 2.294 -4.482
C 1.758 1.316 -4.929
C 0.915 0.603 -4.044
C 0.065 -0.429 -4.501
C -0.695 -1.131 -3.616
C -0.651 -0.846 -2.227
C 0.173 0.141 -1.754
C 0.959 0.910 -2.659
H 3.309 3.401 -2.762
H 3.248 2.816 -5.171
H 1.734 1.056 -5.978
H 0.038 -0.657 -5.558
H -1.343 -1.927 -3.956
H -1.249 -1.451 -1.567
Cl 4.879 -1.040 -4.797
C 4.447 -0.968 -3.121
C 5.230 -0.223 -2.247
C 4.860 -0.145 -0.918
C 3.709 -0.785 -0.460
C 2.965 -1.557 -1.347
C 3.330 -1.659 -2.678
C 3.278 -0.547 0.974
O 4.052 -0.111 1.804
O 2.010 -0.772 1.243
H 6.110 0.285 -2.612
H 5.447 0.429 -0.214
H 2.094 -2.096 -0.989
H 2.758 -2.261 -3.370



A structure of composition C34H39GdN2O4, computed with ωB97M-V with the def2-TZVPD basis set.

**Gap between HOMO and LUMO (spin up / spin down)**: 8.04 / 5.52 eV
**Maximum force**: 3.05 eV Å⁻¹
**Total charge**: 0
**Energy**: -67895.3240 eV
**Spin multiplicity**: 8
**Expectation value of S²**: 16.052

CARTESIAN COORDINATES (ANGSTROEM)
O -5.496 -2.037 2.808
C -5.213 -3.059 3.879
C -6.682 -3.368 4.111
H -4.677 -2.585 4.719
H -4.635 -3.925 3.508
C -6.919 -2.375 2.945
H -7.107 -2.998 5.045
H -7.047 -4.368 3.888
C -7.690 -1.189 3.478
H -7.175 -0.835 4.389
H -8.716 -1.500 3.741
H -7.755 -0.384 2.731
C -7.528 -3.050 1.715
H -6.959 -3.953 1.421
H -7.596 -2.350 0.863
H -8.564 -3.363 1.950
Gd -0.164 0.137 -0.464
C 0.383 -0.922 -2.873
C 1.366 -1.613 -2.112
C 0.697 -2.443 -1.167
H 2.443 -1.587 -2.286
C -0.707 -2.283 -1.362
C -0.905 -1.363 -2.435
H -1.866 -1.107 -2.876
H 0.580 -0.234 -3.697
H 1.165 -3.130 -0.459
H -1.494 -2.833 -0.836
C -0.337 2.438 -1.832
C -1.393 1.601 -2.286
C -2.295 1.397 -1.198
H -1.520 1.261 -3.314
C -1.791 2.118 -0.065
C -0.587 2.774 -0.467
H -0.009 3.477 0.136
H 0.456 2.826 -2.467
H -3.264 0.895 -1.253
H -2.290 2.233 0.896
O -1.631 -0.549 1.681
C -2.823 -1.099 1.008
C -3.200 -2.366 1.739
H -2.674 -1.281 -0.084
H -3.603 -0.325 1.088
C -2.565 -2.193 3.112
H -2.819 -3.272 1.249
H -4.288 -2.424 1.759
C -1.273 -1.472 2.770
H -2.390 -3.153 3.591
H -3.186 -1.549 3.763
H -0.553 -2.199 2.346
H -0.784 -0.924 3.600
O 1.814 0.513 0.952
C 2.506 0.955 -0.016
N 3.839 1.252 -0.028
C 4.243 1.775 -1.328
C 2.928 1.655 -2.097
O 2.733 1.918 -3.278
N 1.974 1.141 -1.252
C 4.777 3.188 -1.140
C 3.972 4.304 -1.366
C 4.518 5.587 -1.190
C 5.844 5.736 -0.778
C 6.623 4.611 -0.484
C 6.094 3.333 -0.679
C 5.274 0.872 -1.991
C 6.090 1.356 -3.024
C 6.975 0.489 -3.677
C 7.012 -0.866 -3.323
C 6.251 -1.324 -2.244
C 5.375 -0.458 -1.580
H 4.339 1.366 0.856
H 2.945 4.175 -1.722
H 3.895 6.463 -1.390
H 6.280 6.733 -0.675
H 7.644 4.708 -0.116
H 6.724 2.452 -0.518
H 6.043 2.411 -3.315
H 7.624 0.877 -4.466
H 7.638 -1.557 -3.890
H 6.322 -2.360 -1.912
H 4.784 -0.805 -0.730